Computed, not measured: a cluster of 6 separate species, C17H24ClN4O5 in total in a non-equilibrium geometry, with wB97M-V/def2-TZVPD.

Last column: Löwdin charge in e.
Geometry (Å):
Cl (0.735, 0.443, 1.336)  0.629
O (1.716, 0.962, 2.253)  -0.361
O (1.170, -0.849, 0.846)  -0.383
O (-0.549, 0.297, 1.980)  -0.381
O (0.608, 1.376, 0.233)  -0.381
C (0.399, -2.283, -2.381)  -0.149
O (0.492, -3.665, -1.975)  -0.143
H (-0.437, -2.218, -3.073)  0.076
H (0.155, -1.680, -1.504)  0.055
H (1.325, -1.938, -2.839)  0.073
H (1.171, -3.661, -1.295)  0.068
N (0.487, 1.097, -2.803)  0.022
C (-0.491, 1.161, -3.762)  -0.141
C (0.145, 1.200, -4.981)  -0.133
C (1.536, 1.209, -4.734)  -0.124
C (1.717, 1.108, -3.376)  -0.133
H (0.250, 1.024, -1.823)  0.103
H (-1.509, 1.083, -3.421)  0.104
H (-0.350, 1.181, -5.939)  0.078
H (2.317, 1.200, -5.477)  0.082
H (2.608, 1.158, -2.772)  0.096
N (-2.692, 1.746, 4.458)  0.016
C (-3.956, 1.996, 4.911)  -0.159
C (-4.064, 3.334, 5.171)  -0.125
C (-2.829, 3.925, 4.771)  -0.123
C (-1.996, 2.918, 4.374)  -0.132
H (-2.305, 0.846, 4.235)  0.138
H (-4.677, 1.199, 4.986)  0.099
H (-4.935, 3.854, 5.532)  0.081
H (-2.660, 4.989, 4.735)  0.084
H (-0.962, 2.980, 4.081)  0.113
N (-3.151, -2.949, 1.638)  -0.004
C (-2.341, -2.670, 0.567)  -0.117
C (-2.500, -3.684, -0.335)  -0.107
C (-3.374, -4.646, 0.242)  -0.118
C (-3.878, -4.093, 1.394)  -0.153
H (-3.193, -2.441, 2.503)  0.137
H (-1.814, -1.729, 0.567)  0.098
H (-2.049, -3.743, -1.311)  0.079
H (-3.683, -5.578, -0.202)  0.082
H (-4.587, -4.402, 2.143)  0.094
N (3.952, 0.421, -0.409)  0.030
C (4.102, 1.782, -0.394)  -0.145
C (5.244, 2.090, -1.075)  -0.125
C (5.798, 0.873, -1.568)  -0.123
C (4.966, -0.125, -1.133)  -0.163
H (3.344, -0.126, 0.184)  0.115
H (3.394, 2.405, 0.125)  0.108
H (5.618, 3.091, -1.221)  0.082
H (6.688, 0.716, -2.154)  0.079
H (5.045, -1.187, -1.305)  0.102

Calculated values
**Charge**: -1
**HOMO level**: -5.64 eV
**Spin multiplicity**: 1
**E_LUMO**: 0.0969 Ha
**Kohn-Sham gap**: 8.28 eV
**Energy above the lowest of the compared OMol25 structures with the same formula, charge and spin**: 0.00 kcal per mole

---

Computed, not measured: a cluster of 2 separate species, C3H12NOS in total in a non-equilibrium geometry, with wB97M-V/def2-TZVPD.

Last column: Löwdin charge in e.
Geometry (Å):
C (-0.242, -0.865, 0.877)  -0.217
C (-1.220, -0.074, -0.057)  -0.223
C (-0.392, 0.747, -1.046)  -0.534
S (0.661, 2.063, -0.292)  0.717
N (-0.175, -0.397, 2.278)  0.199
H (-0.447, -1.933, 0.689)  0.113
H (0.747, -1.050, 0.440)  0.120
H (-1.805, 0.648, 0.517)  0.114
H (-1.759, -0.876, -0.550)  0.115
H (-1.124, 1.364, -1.574)  0.069
H (0.206, 0.023, -1.594)  0.074
H (1.647, 1.780, -1.143)  -0.130
H (0.123, 0.581, 2.304)  0.148
H (-1.037, -0.545, 2.809)  0.180
H (0.510, -0.938, 2.817)  0.180
H (-0.010, -3.742, -1.154)  0.047
H (0.922, -2.921, -2.084)  0.058
O (0.411, -2.900, -1.273)  -0.030

Calculated values
**Charge**: +1
**HOMO level**: -12.74 eV
**Spin multiplicity**: 1
**E_LUMO**: -0.1287 Ha
**Kohn-Sham gap**: 9.24 eV
**Energy above the lowest of the compared OMol25 structures with the same formula, charge and spin**: 26.75 kcal per mole

---

Computed, not measured: a cluster of 2 separate species, C6H13N2 in total in a non-equilibrium geometry, with wB97M-V/def2-TZVPD.

Last column: Löwdin charge in e.
Geometry (Å):
C (2.336, -0.299, 0.184)  -0.171
C (-2.292, 1.181, 0.805)  -0.030
C (-2.260, 1.182, -0.698)  -0.064
C (-2.194, -0.132, 0.047)  -0.238
C (3.642, 0.416, -0.059)  -0.051
C (-0.996, -2.257, -0.043)  0.150
N (-1.013, -0.985, 0.016)  0.035
N (1.215, 0.316, 0.186)  0.095
H (-1.391, 1.404, 1.317)  0.102
H (-3.207, 1.302, 1.181)  0.071
H (-3.099, 1.508, -1.280)  0.110
H (-1.303, 1.471, -1.158)  0.107
H (-2.958, -0.849, -0.130)  0.134
H (4.608, -0.085, 0.433)  0.144
H (3.456, 1.508, -0.055)  0.089
H (3.918, 0.338, -1.091)  0.069
H (-0.085, -2.693, -0.036)  0.070
H (2.225, -1.332, 0.108)  0.097
H (-1.858, -2.783, 0.025)  0.080
H (1.174, 1.326, 0.038)  0.110
H (0.083, -0.537, 0.211)  0.090

Calculated values
**Charge**: +1
**HOMO level**: -14.36 eV
**Spin multiplicity**: 1
**E_LUMO**: -0.1346 Ha
**Kohn-Sham gap**: 10.69 eV
**Energy above the lowest of the compared OMol25 structures with the same formula, charge and spin**: 75.14 kcal per mole

---

Computed, not measured: a structure of composition C5H14OP in a non-equilibrium geometry, with wB97M-V/def2-TZVPD.

Last column: Löwdin charge in e.
Geometry (Å):
C (-1.196, -1.542, -1.157)  -0.127
C (1.562, 1.534, -0.995)  -0.158
C (-0.730, -0.898, 2.269)  -0.157
C (-1.705, -0.268, -0.494)  -0.327
C (1.604, 0.544, 0.116)  -0.110
O (-1.194, 1.580, 1.520)  -0.177
P (-0.608, 0.256, 0.879)  0.932
H (-1.086, -2.346, -0.434)  0.076
H (-1.902, -1.865, -1.916)  0.088
H (-0.236, -1.374, -1.638)  0.069
H (1.022, 1.159, -1.861)  0.075
H (1.138, 2.485, -0.678)  0.077
H (2.589, 1.734, -1.310)  0.095
H (-0.437, -0.378, 3.180)  0.068
H (-0.074, -1.752, 2.108)  0.064
H (-1.761, -1.241, 2.365)  0.072
H (-2.699, -0.418, -0.060)  0.103
H (-1.772, 0.543, -1.224)  0.096
H (2.074, 0.888, 1.028)  0.072
H (1.861, -0.468, -0.152)  0.065
H (-1.348, 2.358, 0.971)  0.105

Calculated values
**Charge**: +1
**HOMO level**: -14.37 eV
**Spin multiplicity**: 1
**E_LUMO**: -0.1258 Ha
**Kohn-Sham gap**: 10.95 eV
**Energy above the lowest of the compared OMol25 structures with the same formula, charge and spin**: 3.30 kcal per mole

---

Computed, not measured: a cluster of 40 separate species, H80O40 in total in a non-equilibrium geometry, with wB97M-V/def2-TZVPD.

Last column: Löwdin charge in e.
Geometry (Å):
H (-4.878, 2.097, -0.212)  0.016
H (-5.041, 2.256, -1.713)  0.038
O (-5.250, 1.631, -0.965)  -0.082
H (-0.572, -3.314, -0.331)  0.033
H (0.955, -3.830, 0.188)  0.088
O (0.362, -3.355, -0.441)  -0.075
H (0.901, -2.600, -1.851)  -0.028
H (1.626, -1.786, -3.162)  0.031
O (1.497, -2.001, -2.265)  -0.036
H (4.176, -1.428, 1.635)  0.001
H (3.081, -2.159, 0.800)  -0.014
O (3.892, -1.689, 0.760)  -0.020
H (-1.403, -0.237, -2.210)  -0.001
H (-0.911, -1.198, -3.246)  0.118
O (-0.994, -0.185, -3.070)  -0.065
H (-3.225, -5.644, 0.863)  0.055
O (-2.808, -4.900, 1.279)  -0.057
H (2.633, 4.597, 4.366)  0.018
O (2.176, 3.783, 4.457)  -0.035
H (-1.184, 3.799, -2.252)  -0.010
H (-1.974, 4.097, -0.843)  0.075
O (-1.917, 3.604, -1.699)  -0.057
H (4.176, 0.095, 4.129)  0.030
H (2.743, 0.281, 3.404)  0.035
O (3.536, -0.221, 3.519)  -0.031
H (4.957, 2.423, -0.832)  0.057
H (5.093, 0.951, -0.097)  0.055
O (4.929, 1.447, -0.940)  -0.073
H (0.860, 5.183, 1.796)  0.046
H (0.860, 4.149, 0.796)  0.064
O (1.405, 4.441, 1.566)  -0.062
H (3.357, -4.663, -1.801)  0.015
O (3.495, -4.874, -2.710)  -0.024
H (-3.629, -3.067, -4.179)  0.067
H (-5.190, -2.787, -3.946)  0.018
O (-4.318, -2.603, -3.620)  -0.069
H (-3.662, -1.052, 0.484)  -0.019
H (-4.665, 0.075, -0.047)  -0.007
O (-4.327, -0.411, 0.700)  -0.045
H (-3.339, 2.236, -2.674)  0.060
H (-4.150, 1.128, -3.335)  0.042
O (-4.153, 2.115, -3.297)  -0.113
H (4.799, 2.370, 3.529)  0.032
H (5.384, 1.014, 2.872)  0.104
O (4.718, 1.775, 2.810)  -0.070
H (-1.334, -2.491, 1.740)  0.004
H (-2.934, -2.403, 1.992)  0.033
O (-2.207, -2.415, 1.362)  -0.066
H (-0.937, -5.255, 1.113)  0.007
H (-0.128, -6.458, 1.198)  0.046
O (-0.003, -5.533, 1.041)  -0.041
H (0.392, 0.248, 2.097)  0.047
O (-0.316, -0.336, 2.458)  -0.104
H (-2.907, 3.597, 1.609)  -0.018
H (-3.226, 3.664, 3.022)  0.019
O (-2.534, 3.950, 2.388)  -0.057
H (-3.642, 0.719, 3.248)  0.043
O (-3.905, -0.029, 3.864)  -0.050
H (-5.638, 1.630, 2.406)  0.094
H (-5.612, 3.217, 2.414)  0.043
O (-5.074, 2.449, 2.578)  -0.068
H (2.997, 2.158, 1.810)  0.032
H (1.646, 2.369, 1.467)  0.006
O (2.438, 2.144, 0.975)  -0.072
H (-0.520, 1.912, -1.772)  0.028
H (0.979, 1.999, -2.277)  0.012
O (0.271, 2.440, -1.792)  -0.076
H (0.074, -5.501, -3.299)  0.061
H (0.355, -4.618, -1.872)  -0.035
O (-0.198, -4.892, -2.585)  -0.065
H (0.479, 1.289, -4.663)  -0.009
H (-0.002, 2.738, -4.111)  0.038
O (0.207, 2.173, -4.898)  -0.073
H (0.727, -3.330, 2.556)  0.080
H (0.783, -1.800, 2.451)  0.088
O (0.937, -2.625, 1.849)  -0.130
H (-1.290, -4.149, 3.225)  0.021
H (-1.167, -3.671, 4.590)  0.044
O (-1.747, -3.562, 3.848)  -0.023
H (2.223, -3.557, 2.914)  -0.026
H (3.510, -2.858, 3.155)  0.004
O (3.152, -3.741, 3.066)  -0.044
H (3.403, 5.216, 0.092)  0.010
H (4.815, 4.828, 0.765)  0.012
O (4.352, 5.308, 0.096)  -0.042
H (-1.433, 2.798, 5.753)  0.061
H (-2.228, 1.996, 4.592)  -0.018
O (-1.721, 2.744, 4.825)  -0.037
H (6.159, -0.114, -1.514)  -0.017
O (6.236, -0.901, -2.028)  -0.061
H (3.075, -0.506, -1.935)  0.019
H (4.441, -1.074, -2.679)  0.019
O (3.693, -0.503, -2.647)  -0.045
H (-1.004, -0.350, 1.720)  0.074
H (-3.360, -4.646, 2.061)  0.070
H (-3.029, -0.205, 4.172)  0.013
H (1.315, 3.904, 4.067)  0.015
H (3.465, -4.019, -3.105)  0.007
H (6.414, -0.466, -2.910)  0.089
O (2.121, 4.128, -3.692)  -0.073
H (2.078, 3.283, -4.187)  0.046
H (3.032, 4.265, -3.342)  0.083
O (-2.102, -1.284, -0.657)  -0.019
H (-1.810, -2.168, -0.614)  0.018
H (-1.325, -0.772, -0.556)  -0.008
O (0.620, 5.036, -1.997)  -0.094
H (0.741, 5.682, -2.716)  0.058
H (0.946, 4.165, -2.189)  -0.039
O (-5.259, -2.737, 2.340)  -0.053
H (-5.026, -1.833, 2.545)  -0.010
H (-5.683, -2.617, 1.476)  0.051
O (1.527, 0.642, -3.244)  -0.109
H (2.337, 0.154, -3.359)  -0.003
H (0.922, -0.020, -2.765)  0.051
O (-3.487, 0.330, -5.239)  -0.088
H (-3.676, -0.574, -5.553)  0.034
H (-2.501, 0.490, -5.188)  0.058
O (0.374, -0.226, 0.175)  -0.053
H (1.213, 0.207, -0.034)  0.062
H (0.496, -1.174, 0.090)  0.022

Calculated values
**Charge**: 0
**HOMO level**: -10.25 eV
**Spin multiplicity**: 1
**E_LUMO**: -0.0198 Ha
**Kohn-Sham gap**: 9.71 eV
**Energy above the lowest of the compared OMol25 structures with the same formula, charge and spin**: 238.24 kcal per mole

---

Number 1: E_tot -1717.3978 hartree. Number 2: E_tot -649.4080 hartree. Number 3: E_tot -345.5763 hartree. Number 4: E_tot -615.2557 hartree. Number 5: E_tot -3057.3777 hartree.